(1)
{
  "formula": "C4H8N4OP",
  "method": "wB97M-V/def2-TZVPD",
  "elements": ["N", "C", "C", "P", "O", "C", "C", "N", "N", "N", "H", "H", "H", "H", "H", "H", "H", "H"],
  "coordinates": [[-0.14816, 1.57794, 1.24903], [0.86671, 0.44270, 1.40350], [1.29923, -0.27194, 0.15079], [1.48038, -2.19628, 0.56442], [0.62691, -2.35373, 1.76409], [-0.04113, -0.37457, -1.01157], [-0.27563, -1.28424, -2.01988], [-1.48244, -0.95645, -2.49656], [-1.92031, 0.08995, -1.85917], [-1.05846, 0.49410, -0.88468], [-0.82184, 1.55828, 2.00400], [-0.78188, 1.38300, 0.24470], [0.34512, 2.45436, 1.39509], [1.60201, 0.89301, 2.12874], [0.43019, -0.40138, 2.08907], [2.08010, 0.27305, -0.29067], [0.44602, -2.06925, -2.27591], [-2.64683, 0.74144, -2.15500]],
  "energy_ha": -792.508252,
  "total_charge": 1,
  "homo_energy_ev": -13.70,
  "lumo_energy_ha": -0.172,
  "orbital_gap_ev": 9.02,
  "smiles": "[NH3+]C[C@@H](P=O)c1cn[nH]n1"
}

(2)
{
  "formula": "C21H54Ge2HgO3Si3",
  "method": "wB97M-V/def2-TZVPD",
  "elements": ["Hg", "C", "C", "C", "C", "O", "Ge", "O", "C", "C", "C", "C", "O", "C", "C", "C", "C", "H", "H", "H", "H", "H", "H", "H", "H", "H", "H", "H", "H", "H", "H", "H", "H", "H", "H", "H", "H", "H", "H", "H", "H", "H", "H", "H", "C", "Si", "C", "C", "Ge", "Si", "C", "C", "C", "Si", "C", "C", "C", "H", "H", "H", "H", "H", "H", "H", "H", "H", "H", "H", "H", "H", "H", "H", "H", "H", "H", "H", "H", "H", "H", "H", "H", "H", "H", "H"],
  "coordinates": [[-0.03305, -0.03512, -0.06741], [-3.66918, 0.56949, -3.22639], [-2.56194, 1.39532, -2.58687], [-2.12474, 2.52793, -3.49999], [-2.99536, 1.91805, -1.22410], [-1.40181, 0.55912, -2.35089], [-1.15678, -1.15189, -2.77908], [-1.70400, -1.84006, -1.22955], [-1.97374, -3.22657, -0.90326], [-1.62648, -4.11079, -2.09294], [-1.09445, -3.56271, 0.29341], [-3.44797, -3.33117, -0.55242], [0.58889, -1.21044, -2.42995], [1.70018, -0.99020, -3.33447], [2.52943, 0.13274, -2.72682], [1.17428, -0.59173, -4.70627], [2.49122, -2.28522, -3.40421], [-4.55269, 1.18259, -3.40277], [-3.34541, 0.16857, -4.19168], [-3.96090, -0.25896, -2.57373], [-2.92479, 3.26094, -3.60963], [-1.25140, 3.03049, -3.08148], [-1.86475, 2.15042, -4.49099], [-3.90344, 2.51544, -1.31248], [-3.19445, 1.08370, -0.54638], [-2.21339, 2.54470, -0.79038], [-0.56859, -4.01089, -2.35404], [-1.81579, -5.15866, -1.86124], [-2.23680, -3.84771, -2.96233], [-0.04508, -3.36943, 0.05585], [-1.37781, -2.95685, 1.15623], [-1.19926, -4.61392, 0.56416], [-4.07100, -3.14033, -1.42855], [-3.68085, -4.32744, -0.17475], [-3.70262, -2.60171, 0.21807], [1.90975, 1.02113, -2.57906], [2.93933, -0.17484, -1.76269], [3.35954, 0.39618, -3.38324], [0.58574, 0.32853, -4.64284], [1.99824, -0.41430, -5.39707], [0.55244, -1.38689, -5.12869], [2.75420, -2.61885, -2.39916], [1.90858, -3.07163, -3.88819], [3.41162, -2.14044, -3.97107], [3.27560, -1.50127, 1.24815], [2.26398, -0.96309, 2.72309], [3.35881, -0.32391, 4.09463], [1.22183, -2.38863, 3.32583], [0.86773, 0.86500, 2.09650], [-1.18429, 1.13744, 3.27865], [-2.22567, -0.39938, 3.07318], [-2.10784, 2.61982, 2.62174], [-0.71367, 1.39846, 5.06707], [1.93696, 2.83198, 1.27595], [2.29814, 3.88255, 2.77718], [0.78878, 3.71446, 0.09633], [3.52005, 2.38039, 0.39710], [3.96857, -2.29594, 1.53907], [3.86217, -0.68249, 0.82799], [2.62943, -1.89548, 0.45847], [4.01064, -1.11984, 4.46574], [2.76864, 0.04113, 4.93865], [3.99588, 0.49460, 3.75068], [1.85541, -3.11795, 3.83851], [0.72651, -2.89901, 2.49694], [0.45489, -2.06581, 4.03225], [-2.51498, -0.53489, 2.02684], [-3.14221, -0.31261, 3.66370], [-1.70187, -1.29997, 3.39819], [-2.56109, 2.40943, 1.65049], [-1.45895, 3.49065, 2.51167], [-2.90940, 2.89205, 3.31422], [-0.19382, 0.52868, 5.47614], [-1.60577, 1.57010, 5.67598], [-0.06058, 2.26661, 5.18463], [1.37974, 4.17837, 3.29011], [2.82619, 4.79528, 2.48694], [2.92737, 3.35003, 3.49443], [-0.17275, 3.95141, 0.55500], [0.60020, 3.10248, -0.79042], [1.24230, 4.65245, -0.23661], [4.12106, 1.67416, 0.97286], [4.12545, 3.27812, 0.24294], [3.32163, 1.93802, -0.58147]],
  "energy_ha": -6233.948647,
  "total_charge": 1,
  "homo_energy_ev": [-11.48, -11.50],
  "lumo_energy_ha": [-0.100, -0.184],
  "multiplicity": 2,
  "orbital_gap_ev": [8.76, 6.50]
}